Computed, not measured: a molecular structure, C42H49N5Os, with ωB97M-V/def2-TZVPD.

Atoms and positions in Å:
1 Os -0.14327 -0.14441 -0.15219
2 C 1.26248 2.16705 5.42933
3 C -0.11334 1.52355 5.24729
4 C -0.14325 0.58647 4.08206
5 C -0.00743 -0.77245 4.08523
6 C 0.11386 -1.67960 5.26789
7 C -1.23756 -2.25591 5.69568
8 C -0.06159 -1.20482 2.71368
9 N -0.19606 -0.11964 1.89678
10 C -0.27066 0.98370 2.70533
11 C -0.48377 2.27834 2.26102
12 C -0.61591 2.69243 0.94643
13 C -0.78126 4.05827 0.52103
14 C -0.84297 5.23671 1.43909
15 C 0.55147 5.69980 1.86768
16 C -0.79160 4.04653 -0.84317
17 C -0.64513 2.67235 -1.25196
18 C -0.66378 2.22081 -2.56749
19 C -0.64830 0.90695 -2.99017
20 N -0.54180 -0.18317 -2.16822
21 C -0.62260 -1.29228 -2.95942
22 C -0.57602 -2.60131 -2.51081
23 C -0.45938 -3.01720 -1.19067
24 N -0.34185 -2.19041 -0.11680
25 C -0.20943 -2.98701 0.99107
26 C -0.04731 -2.52860 2.28418
27 C -0.26672 -4.37745 0.59467
28 C -0.42117 -4.39578 -0.75788
29 C -0.57553 -5.57807 -1.66121
30 C -2.03777 -5.85000 -2.02094
31 C -0.11971 -5.54089 1.52278
32 C 1.34794 -5.86696 1.81042
33 C -0.78177 -0.89620 -4.33995
34 C -0.79259 0.46435 -4.35904
35 C -0.97727 1.36808 -5.53560
36 C -2.43090 1.81928 -5.69260
37 C -0.87273 -1.83994 -5.49686
38 C 0.49962 -2.36223 -5.92792
39 N -0.52443 1.87134 -0.15229
40 C -0.98108 5.20236 -1.77332
41 C -2.43846 5.35518 -2.21556
42 H 1.26320 2.86448 6.26835
43 H 1.56134 2.71011 4.53121
44 H 2.02165 1.40624 5.61435
45 H -0.87081 2.30136 5.11752
46 H -0.39218 0.98425 6.15528
47 H 0.55909 -1.13036 6.10033
48 H 0.80762 -2.49285 5.04040
49 H -1.92602 -1.45625 5.97202
50 H -1.12768 -2.92384 6.55102
51 H -1.69761 -2.81567 4.88027
52 H -0.54447 3.04584 3.02110
53 H -1.43737 4.98862 2.32221
54 H -1.36865 6.05730 0.94566
55 H 1.08759 4.89479 2.37378
56 H 0.49594 6.55262 2.54566
57 H 1.14246 5.99063 0.99805
58 H -0.75441 2.97581 -3.33735
59 H -0.64966 -3.37506 -3.26255
60 H 0.05617 -3.28127 3.05499
61 H -0.14559 -6.45868 -1.17894
62 H 0.00608 -5.42269 -2.57393
63 H -2.62426 -6.04013 -1.12110
64 H -2.12889 -6.71582 -2.67821
65 H -2.48155 -4.99024 -2.52480
66 H -0.61126 -6.41497 1.09001
67 H -0.64254 -5.33426 2.45991
68 H 1.86799 -6.12947 0.88841
69 H 1.44001 -6.70188 2.50614
70 H 1.85845 -5.00385 2.23954
71 H -0.65104 0.85504 -6.44270
72 H -0.32753 2.24113 -5.43489
73 H -3.08558 0.96182 -5.85339
74 H -2.54178 2.49843 -6.53912
75 H -2.77859 2.33208 -4.79458
76 H -1.35396 -1.33574 -6.33777
77 H -1.52366 -2.67992 -5.23939
78 H 1.14760 -1.53632 -6.22369
79 H 0.41316 -3.04916 -6.77094
80 H 0.99311 -2.88537 -5.10805
81 H -0.34002 5.07937 -2.64978
82 H -0.64775 6.11991 -1.28324
83 H -2.78610 4.45407 -2.72294
84 H -2.55939 6.19914 -2.89589
85 H -3.08567 5.51481 -1.35227
86 N 1.62486 -0.24066 -0.32769
87 C 2.61571 0.51203 0.32636
88 C 2.52418 1.85683 0.68685
89 C 3.60405 2.49339 1.28219
90 C 4.77330 1.79939 1.55118
91 C 4.87272 0.46111 1.19440
92 C 3.81206 -0.17075 0.57034
93 H 1.62815 2.41477 0.47239
94 H 3.52327 3.54228 1.54133
95 H 5.60784 2.30026 2.02480
96 H 5.78630 -0.08623 1.38853
97 H 3.87915 -1.20567 0.26108

Calculated values
- LUMO energy (alpha / beta) (eV) = -0.957 / -0.957
- orbital gap (alpha / beta) (eV) = 5.3006 / 5.3045
- electronic energy (eV) = -54269.6444
- HOMO energy (alpha / beta) (Eh) = -0.2300 / -0.2301
- M (g/mol) = 814.1